# 1
C3HBrClNO | ωB97M-V/def2-TZVPD

```
8
C3HBrClNO ωB97M-V/def2-TZVPD
C -0.980 0.659 0.060
C -0.481 -1.584 -0.496
C 1.299 0.450 -0.013
N -1.101 -0.607 -0.072
O 0.255 1.225 0.135
Cl -0.027 -2.994 0.209
Br 2.844 1.515 0.062
H -1.808 1.334 0.116
```

Summary:
energy above the lowest of the compared OMol25 structures with the same formula, charge and spin = 426.6 kJ/mol
HOMO-LUMO gap (spin up / spin down) = 0.2852 / 0.2851 Ha

# 2
C2H2I2S2 | ωB97M-V/def2-TZVPD

```
8
C2H2I2S2 ωB97M-V/def2-TZVPD
C 0.059 0.772 -0.766
C 0.325 -0.607 -0.418
S 0.458 1.799 -1.880
S 1.294 -0.484 1.185
I -2.082 1.441 1.082
I -1.415 -1.909 -0.237
H 1.015 -1.291 -0.993
H 0.346 0.280 2.027
```

Summary:
energy above the lowest of the compared OMol25 structures with the same formula, charge and spin = 149.4 kJ/mol
HOMO-LUMO gap (spin up / spin down) = 0.2380 / 0.2415 Ha

Question: The lowest energy above the lowest of the compared OMol25 structures with the same formula, charge and spin belongs to which entry?
Answer: C2H2I2S2

Please write out number 2 again, unchanged.
C2H2I2S2 | ωB97M-V/def2-TZVPD

```
8
C2H2I2S2 ωB97M-V/def2-TZVPD
C 0.059 0.772 -0.766
C 0.325 -0.607 -0.418
S 0.458 1.799 -1.880
S 1.294 -0.484 1.185
I -2.082 1.441 1.082
I -1.415 -1.909 -0.237
H 1.015 -1.291 -0.993
H 0.346 0.280 2.027
```

Summary:
energy above the lowest of the compared OMol25 structures with the same formula, charge and spin = 149.4 kJ/mol
HOMO-LUMO gap (spin up / spin down) = 0.2380 / 0.2415 Ha

Question: Which formula does entry 1 have?
Answer: C3HBrClNO

Question: Which formula does entry 1 have?
Answer: C3HBrClNO